(1)
DFT (wB97M-V/def2-TZVPD) results for a cluster of 8 separate species, C28H58Br14O3 in total.

XYZ file:
```
103
Properties=species:S:1:pos:R:3:lowdin_charge:R:1
C -1.43849 -4.77215 -3.28485 -0.68
C -3.12829 2.92939 5.33016 -0.69
C -11.42092 2.75370 4.98058 -0.71
H -10.46445 2.73738 4.46593 -0.01
H 4.04543 -2.07999 -2.01230 0.12
H 5.21613 3.31342 -1.55209 0.12
C -12.43071 3.61070 4.26252 -0.70
H 6.67304 5.13871 1.91972 0.05
H 5.73465 2.63659 -0.01354 0.04
Br -8.35326 0.96729 3.57504 0.62
H -2.60616 1.42728 6.79178 0.05
H -4.06852 2.36297 7.17485 0.06
Br 8.60006 3.93750 0.92733 0.63
H 5.56588 0.32050 -1.02391 0.09
H -0.96057 -3.90284 -2.84217 0.02
H -4.43425 0.84829 -6.25492 0.05
H 3.80215 -0.54928 -0.24372 0.11
C 2.87129 -0.74805 -0.79807 -0.18
H 6.85704 4.24847 4.33087 0.06
C 2.68933 1.56837 -1.41896 -0.20
H 9.79915 0.19599 -1.91194 0.11
O 2.11356 -2.17545 -2.63536 -0.10
C -1.60939 -5.90738 -2.31092 -0.69
C -3.48824 1.90573 6.37663 -0.68
H -3.51066 0.16779 2.62300 0.00
H 8.13047 3.15703 3.73996 0.05
H -5.18878 -0.76102 -6.24370 0.06
H 6.46102 -1.60995 -0.66720 0.05
H 0.25844 -2.79833 -0.91167 0.07
H 8.35078 1.07478 -3.65550 0.11
H -12.17970 4.66271 4.37859 0.06
Br 5.90308 2.46720 2.89729 0.65
H -8.08763 -0.43263 1.54831 0.05
H 3.62582 1.71525 0.51364 0.10
H -13.44169 3.43333 4.61662 0.05
H 7.75531 1.19305 -0.82237 0.10
H 9.45939 -1.00836 -3.14300 0.11
H -2.78869 -1.71658 -5.99530 0.01
H -1.77901 -1.15541 -2.21900 0.08
Br -3.91337 -1.10206 0.53649 0.64
H 5.30171 1.06726 -2.60522 0.11
Br -12.44758 3.26860 2.35004 0.60
C -0.70714 -1.20580 -1.99759 -0.22
C 5.75623 1.22407 -1.61684 -0.21
H 1.34319 -1.68026 -4.48461 0.14
Br -7.12520 -2.44997 3.46270 0.65
H -4.90209 -0.92554 2.80639 -0.04
C 3.19286 -1.40025 -2.14420 -0.18
C 9.00516 -0.45216 -2.31175 -0.22
C 7.57476 4.73518 2.37100 -0.69
H -9.34529 -2.52969 2.36416 0.06
H -3.99186 3.22780 4.74318 0.05
H -9.80833 -0.18346 1.93498 0.06
H -0.86472 -5.10028 -4.14859 0.06
C 7.27381 1.39254 -1.79148 -0.20
H -2.76587 -1.53668 4.16100 0.03
H 8.18254 5.54585 2.76656 0.06
H 7.11506 -0.12422 -3.35407 0.09
C -0.44584 -1.98795 -0.70061 -0.09
H 1.85721 2.23096 -1.68061 0.13
O 2.06467 0.41430 -0.87141 -0.16
H -0.04693 -1.34639 0.09202 0.07
C 7.18752 -2.07439 -1.34452 -0.11
H 6.79578 -1.98346 -2.36354 0.06
H -0.33454 -0.17427 -1.92677 0.12
C 5.12587 2.42738 -0.90458 -0.21
H 8.68248 -0.96348 -0.22351 0.10
H 9.33163 -2.25855 -1.19633 0.10
Br -11.99366 0.90510 5.10989 0.59
C -4.31761 -0.18441 -5.94024 -0.70
C -8.89791 -1.79111 3.02576 -0.68
H -1.38139 -2.43681 -0.34936 -0.01
C -3.87567 -0.84486 2.46523 -0.74
Br -4.59067 0.49019 5.63649 0.67
C 7.90085 0.46516 -2.85980 -0.21
H 7.20665 -3.14383 -1.10255 0.07
H -9.45655 -1.74214 3.95591 0.05
O -0.11965 -1.84142 -3.13378 -0.15
H -2.67586 3.80413 5.79188 0.06
Br -3.14814 -4.15057 -3.97241 0.62
C -3.06266 -0.79760 -6.50666 -0.69
H 3.49096 -0.65276 -2.89424 0.11
H -11.28742 3.10199 6.00244 0.06
C 1.17513 -1.45242 -3.42384 -0.24
C 3.66380 2.26277 -0.43928 -0.16
Br -3.70794 -3.62218 3.20946 0.59
H -3.18276 -0.98374 -7.57168 0.06
Br -1.81961 2.24268 4.06726 0.64
Br -1.54521 0.40647 -6.35314 0.61
Br -2.33381 -5.31486 -0.60787 0.63
H 3.20365 1.32346 -2.36088 0.10
C -2.95063 -1.83016 3.12977 -0.69
H 1.30535 -0.37234 -3.23746 0.13
Br -4.33067 -0.18873 -3.99826 0.60
H 3.26912 3.26379 -0.21671 0.11
C 8.59092 -1.44752 -1.20344 -0.25
H 2.28269 -1.46642 -0.21587 0.12
C -8.83377 -0.45206 2.33731 -0.67
H -2.00974 -1.92020 2.59468 0.05
C 7.25870 3.73953 3.45757 -0.69
H 7.48426 2.44302 -2.03346 0.10
H -0.64374 -6.35828 -2.09213 0.06
H -2.29137 -6.66498 -2.68522 0.05
```

Values from the calculation:
- total charge = 0
- gap between HOMO and LUMO (eV) = 9.51
- LUMO (eV) = 0.32

***

(2)
DFT (wB97M-V/def2-TZVPD) results for a cluster of 2 separate species, C28H58N4O7PS in total at a distorted geometry.

XYZ file:
```
99
Properties=species:S:1:pos:R:3:lowdin_charge:R:1
H 4.29041 -2.32694 3.26309 0.09
C -5.05855 -2.04454 2.65974 0.02
C 3.00048 -3.19931 0.85899 -0.35
H -5.09907 3.99655 -3.35610 0.11
C 2.17739 -1.18945 2.19536 -0.11
C 1.18814 -4.27222 2.49036 -0.40
H 0.65032 -5.36013 1.04670 0.04
H -3.78797 2.87920 -3.21823 0.09
C -2.45725 5.19798 -0.15549 -0.09
H -2.49797 2.21740 1.15767 0.09
O -3.17409 -0.84916 3.68267 -0.02
H 1.21004 -1.57612 1.89317 0.10
C 2.62477 -4.23089 1.98213 -0.10
H -0.99515 2.49046 0.30652 0.09
C -0.67409 3.90215 -3.31818 -0.16
C -0.38234 0.74949 2.62768 -0.18
C -2.74921 2.98115 -0.85617 -0.08
H -2.47098 2.19704 -1.55100 0.12
H 1.61939 -4.11197 -0.53408 0.10
H 4.82904 -0.82694 2.55216 0.11
C -0.86040 2.41479 -3.60938 -0.25
H 3.47296 -3.26631 -2.58252 0.09
O 3.89152 -5.18990 -0.91108 -0.13
H -5.10477 -2.12066 1.58070 0.09
H 0.56190 0.18315 0.81635 0.08
C -3.62292 -2.01434 3.12361 -0.49
C 1.84280 -3.12688 -0.14262 -0.14
H 0.65981 -3.79617 -2.54061 0.06
H 2.05053 0.62392 3.29909 0.11
H 2.34806 -1.53863 3.20176 0.10
C 2.10611 0.34698 2.25035 -0.15
P 4.46595 -3.98874 0.00737 0.56
C 0.79649 0.85941 1.62667 -0.20
H -3.02564 5.78595 -2.81013 0.14
H -0.35298 3.96778 -1.18390 0.13
H 1.64881 -3.38355 4.39889 0.08
O 3.81848 -0.87898 0.34596 -0.18
C -4.01417 3.92053 -3.43623 -0.20
H -0.64538 2.25388 -4.66761 0.12
H 1.87856 -4.78671 -2.97384 0.06
C 3.34992 -1.78217 1.37618 -0.45
H 2.53050 -2.07065 -3.40029 0.11
H -5.58525 -1.15404 2.98548 0.08
H -0.14521 0.47546 -2.95686 0.08
N 1.50087 -3.85974 -3.09399 0.03
H 0.89415 1.87331 1.25744 0.10
H -3.82830 2.97259 -0.70432 0.15
H -0.71767 1.74098 2.91314 0.10
H 0.94137 -2.81042 0.36382 0.11
H -2.51844 4.47908 1.87832 0.12
H 0.31211 -2.66624 3.53577 0.06
C 2.47885 -2.85884 -2.65869 -0.26
H 2.78781 -5.21296 1.55047 0.10
H 0.38358 4.13555 -3.47064 0.14
C -3.66155 4.24918 -4.89304 -0.08
H -5.53632 -2.91580 3.08078 0.09
C -2.88459 0.16440 2.71467 -0.18
H -1.89964 6.11314 -0.32746 0.14
C 2.02888 -2.17840 -1.35986 -0.28
H 3.18707 -5.67613 -0.46766 0.07
H -4.45240 3.89858 -5.55383 0.08
C 0.78793 -3.60919 3.78064 -0.03
H -0.03692 0.20224 3.49884 0.11
C -0.99423 4.43215 -1.93192 -0.10
H -1.19379 4.50556 -4.06479 0.10
H -3.65793 0.11374 1.94308 0.11
N 0.26978 -4.92190 1.88743 0.16
N -2.40740 4.33674 -1.41836 -0.20
H -2.96914 1.14236 3.17059 0.12
H -1.64008 0.23020 0.99948 0.09
H -3.55449 5.32282 -5.04875 0.08
C 0.06021 1.52972 -2.77237 -0.09
H 0.06812 -4.22303 4.29816 0.09
H -4.27612 5.17948 -1.74469 0.12
H -0.89603 4.60297 1.24158 0.12
C -1.53643 -0.06948 2.04362 -0.18
H 2.98312 0.84094 1.85425 0.11
H -1.29564 -1.12566 2.01713 0.11
C -3.44519 4.87892 -2.37683 -0.09
O 5.19571 -4.74563 1.23700 -0.14
H 5.53776 -3.21750 -1.69261 0.02
H -2.74617 3.75839 -5.21956 0.06
H 5.49856 -5.59993 0.91351 0.09
O 2.14325 0.41306 -0.92898 -0.29
C 4.54449 -1.85131 2.32891 0.01
H 1.10609 1.70686 -3.01621 0.09
H -1.89755 2.09921 -3.47951 0.08
H -0.76549 5.49713 -1.93299 0.14
H -3.49990 5.44343 0.02267 0.13
S 3.02814 -0.71712 -1.01598 0.66
H -0.06737 1.70636 -1.70202 0.05
H 3.29863 -4.17063 2.82534 0.11
O 3.99292 -0.60618 -2.06373 -0.25
H 5.40469 -2.31222 1.85989 0.08
O -2.89871 -3.00903 3.04082 0.10
C -1.99789 2.88779 0.46319 -0.14
N 5.40621 -3.01260 -0.71054 -0.09
C -1.91852 4.33431 0.98295 -0.11
H 1.04465 -1.77905 -1.57845 0.12
```

Values from the calculation:
- total charge = +1
- gap between HOMO and LUMO (eV) = 8.48
- LUMO (eV) = -2.30

***

(3)
DFT (wB97M-V/def2-TZVPD) results for a cluster of 2 separate species, C28H58N5O5 in total at a distorted geometry.

XYZ file:
```
96
Properties=species:S:1:pos:R:3:lowdin_charge:R:1
H -2.17583 4.54211 2.23984 0.11
H 0.82222 -1.48316 2.41030 0.15
H -4.59586 0.40549 2.52325 0.09
H 1.44072 4.17722 -3.73102 0.11
C -1.85083 3.24435 0.53756 -0.17
O -0.32028 -2.91169 -2.70133 -0.03
H 2.14909 1.55194 -0.27570 0.10
H -4.38994 4.38305 0.81210 0.08
H 3.36429 0.79769 -1.30809 0.11
H -6.47991 -0.76935 1.94046 0.08
H 0.50157 -1.66412 4.54906 0.10
H -1.55845 4.16944 0.04849 0.10
C -0.69635 -2.63723 3.22181 -0.19
O 5.69913 0.09643 0.68257 0.04
H 1.92924 -0.71722 -2.20959 0.11
H -2.60588 -1.91331 -5.66450 0.08
H -0.46082 4.27994 -2.62750 0.05
H 1.43201 -3.21169 1.28517 0.14
H -2.93571 -2.85749 1.75522 0.08
H 3.41009 3.87297 -1.94405 0.11
H 0.08635 -3.99222 5.95848 0.08
N -0.87972 -0.81620 1.44147 0.04
H -3.93621 -1.18331 2.75944 0.10
N 0.21471 4.93628 -2.25599 0.00
H 8.68356 -0.28327 -0.45893 0.14
C 1.38990 -0.08137 -1.49935 -0.14
H 0.78218 0.47578 1.47459 0.16
C -0.59928 2.40745 0.88470 -0.19
H 2.10105 5.57389 -2.87494 0.10
C 1.56979 -3.00646 -1.12952 -0.12
H -4.59288 2.78171 1.65096 0.06
N 0.60692 -2.18495 -0.37991 -0.10
C -0.64129 -2.49934 -3.96732 -0.52
C 2.34809 3.62889 -1.85547 -0.19
C -2.55072 -1.12691 -4.91760 -0.07
H 2.51082 -2.45728 -1.23579 0.12
C -5.61246 -1.01571 1.33275 -0.08
H -0.48179 -0.50075 -4.77165 0.12
H 6.52199 -1.34974 -0.53428 0.13
H 0.48843 0.21295 -2.03373 0.09
H -2.07926 -3.29460 0.31150 0.08
C 2.32645 1.13452 -1.26898 -0.17
H -5.70649 -0.65670 0.30921 0.08
C 7.95440 0.08350 0.25946 -0.12
C 6.06946 1.31525 0.19787 -0.56
H -0.15878 -3.78541 0.81853 0.12
H 2.74739 2.03438 -3.20968 0.12
H -5.54095 -2.10602 1.28996 0.06
C -4.29930 -0.50346 1.98711 -0.24
C 0.44557 -2.88321 0.92184 -0.12
H -1.45230 -3.40094 5.36718 0.07
H 1.67433 -2.78843 -3.32891 0.12
C -2.59732 3.60903 1.85561 -0.26
H 2.06898 -0.88407 0.32431 0.16
C -2.71345 -2.51882 0.74513 -0.02
H 1.73310 -3.97976 -0.67298 0.12
H -2.44027 2.85357 2.63176 0.09
H -0.55972 2.12237 1.94424 0.11
H -4.50566 4.25255 2.56497 0.08
H -2.77257 0.85821 1.38193 0.08
H 2.05050 3.76123 -0.81087 0.09
H 8.45456 0.26228 1.21294 0.14
H -2.75023 -0.14006 -5.33312 0.08
C 1.09035 -0.81033 -0.19498 -0.22
N -0.42419 1.20134 0.06302 0.01
H 1.02978 2.15796 -2.67134 0.10
H -1.58529 -2.06660 3.55766 0.12
H -3.61507 -2.52506 0.13683 0.10
H -1.34816 -0.58353 -3.24704 0.09
C -1.17881 -1.10798 -4.19367 -0.14
C -0.08530 -1.93285 1.99432 -0.23
O 7.36772 1.30671 -0.19054 0.07
C 6.75571 -0.82436 0.39422 -0.12
H -2.55541 2.67534 -0.07680 0.10
O 5.34980 2.25836 0.12587 0.16
H -1.87686 -0.96731 -0.40745 0.14
H 0.18386 4.92127 -1.24362 0.04
C 2.07940 2.19380 -2.36160 -0.19
C 1.05107 -3.31504 -2.60355 -0.12
H -1.15561 1.03225 -0.61211 0.12
O -0.51350 -3.21882 -4.87719 0.17
C -2.10998 -1.12749 0.64581 -0.25
H -1.16744 -0.24275 2.23878 0.18
H 0.27854 3.05177 0.73178 0.11
H 6.86423 -1.55205 1.19524 0.13
N 0.26063 -2.62735 4.33504 -0.11
C -0.41907 -3.10507 5.57448 -0.10
C -4.11534 3.76500 1.66618 -0.10
H -3.66958 0.22088 0.02321 0.12
C 1.57016 4.62883 -2.74334 -0.28
H 1.13967 -4.38805 -2.77719 0.12
C -3.21619 -0.05743 0.97663 -0.14
H -0.44779 -2.33163 6.34231 0.08
H -0.99908 -3.66306 3.01128 0.13
H -3.30630 -1.25954 -4.13871 0.07
C 0.13166 0.07259 0.69545 -0.22
```

Values from the calculation:
- total charge = +1
- gap between HOMO and LUMO (eV) = 8.53
- LUMO (eV) = -2.47

***

Number 1: highest occupied orbital energy -9.19 eV, E_tot -37363.5525 a.u.. Number 2: highest occupied orbital energy -10.77 eV, E_tot -2586.7002 a.u.. Number 3: highest occupied orbital energy -11.00 eV, E_tot -1751.3655 a.u..